[1]
The following is a quantum chemistry calculation of a structure of composition C28H26ClCrIN3O8Sb2 in a non-equilibrium geometry, from the OMol25 dataset.

Last column: Mulliken spin population.
Atoms and positions in Å:
Cr1 -0.34690 -0.00196 0.47306  3.10
O1 2.98963 0.63614 0.31129  0.00
C1 2.06890 0.90963 1.05579  0.00
O2 1.25195 0.04779 1.60886  -0.01
C2 1.73726 2.32850 1.43407  0.03
C3 2.70626 3.21101 1.83218  0.00
C4 2.34606 4.47920 2.28672  0.01
C5 1.02247 4.83172 2.41417  0.00
C6 0.03576 3.92741 2.06498  0.01
C7 0.35000 2.66329 1.47411  -0.04
O3 -0.55043 1.89701 0.92624  0.02
N1 -1.32150 4.28696 2.40145  0.00
O4 -2.07791 3.39807 2.76104  0.00
O5 -1.61811 5.46497 2.43037  0.00
N2 3.37831 5.42230 2.68316  0.00
O6 3.02559 6.49943 3.13157  0.00
O7 4.53958 5.08795 2.53263  0.00
H1 3.74980 2.93298 1.78716  0.00
H2 0.74774 5.79832 2.81045  0.00
Cl1 4.36030 -1.73021 -4.08335  0.00
C8 3.10392 -1.77038 -2.89211  0.01
C9 2.85387 -2.93200 -2.20913  -0.01
C10 1.83812 -2.99483 -1.24717  0.02
I1 1.39969 -4.77367 -0.24474  0.00
C11 1.07610 -1.88822 -0.92153  -0.01
O8 0.11364 -1.86468 -0.03402  -0.03
C12 1.34651 -0.69398 -1.64906  -0.02
N3 0.56674 0.36259 -1.29901  -0.04
C13 0.74261 1.52229 -1.90505  0.06
C14 1.71967 1.70159 -2.88620  -0.01
C15 2.52200 0.64934 -3.25014  0.02
C16 2.34589 -0.60648 -2.63769  -0.01
H3 3.45662 -3.80544 -2.41515  0.00
H4 0.10381 2.33542 -1.58228  0.00
H5 1.84445 2.67913 -3.32921  0.00
H6 3.30229 0.77353 -3.98830  0.00
C17 -1.73554 -2.13640 -2.52086  0.00
Sb1 -2.43548 -0.97836 -0.85117  -0.04
C18 -4.25797 -0.25669 -1.73873  -0.01
C19 -3.23905 -2.71015 0.21237  0.00
C20 -4.37547 -2.45555 1.15292  0.00
C21 -5.67649 -2.49326 0.64897  0.00
C22 -6.77924 -2.30889 1.46469  0.00
C23 -6.59373 -2.09325 2.82137  0.00
C24 -5.30920 -2.04198 3.33452  0.00
C25 -4.18692 -2.20856 2.52317  0.01
C26 -2.83013 -2.06833 3.12726  0.00
Sb2 -1.91159 -0.13909 2.60299  -0.06
C27 -3.74536 0.83338 2.07305  -0.01
C28 -1.50613 0.54649 4.59395  -0.01
H7 -2.58476 -2.51620 -3.08652  0.00
H8 -1.15555 -2.96842 -2.12568  0.00
H9 -1.10273 -1.53155 -3.16834  0.00
H10 -4.77553 -1.09461 -2.20199  0.00
H11 -4.01817 0.48671 -2.49717  0.00
H12 -4.89478 0.19248 -0.97891  0.00
H13 -2.37728 -3.16182 0.70318  0.00
H14 -3.56618 -3.37404 -0.58756  0.00
H15 -5.81957 -2.68405 -0.40903  0.00
H16 -7.77717 -2.33500 1.04660  0.00
H17 -7.44695 -1.96964 3.47554  0.00
H18 -5.16422 -1.86246 4.39386  0.00
H19 -2.14400 -2.85492 2.81342  0.00
H20 -2.89272 -2.08269 4.21464  0.00
H21 -4.27159 1.13789 2.97552  0.00
H22 -4.36215 0.13513 1.50855  0.00
H23 -3.52144 1.71217 1.47618  0.00
H24 -2.36470 1.12680 4.92238  0.00
H25 -0.61447 1.16759 4.60318  0.00
H26 -1.35806 -0.32218 5.23205  0.00

Summary:
* orbital gap (alpha / beta): 0.2651 / 0.2596 Eh
* energy relative to the best compared isomer or geometry (same formula, charge and spin): 4.9 kcal/mol
* energy: -112424.61935 eV
* F_max: 1.40 eV Å⁻¹
* lowest unoccupied orbital energy (alpha / beta): -0.032 / -0.038 Ha
* total charge: 0
* multiplicity: 4

[2]
The following is a quantum chemistry calculation of an isolated molecule of C28H26ClN3O, from the OMol25 dataset.

Last column: Mulliken charge in e.
Atoms and positions in Å:
C1 2.75941 2.86593 -1.02709  -1.43
H1 3.83873 2.74582 -1.07170  0.45
H2 2.49763 3.83536 -1.44309  0.33
H3 2.46177 2.83288 0.01787  0.27
C2 2.09315 1.75801 -1.83353  -0.03
N1 0.68917 2.05223 -2.10352  0.14
C3 0.07523 1.15611 -3.03099  -1.18
N2 -0.44497 -0.08081 -2.41939  0.46
C4 -1.37692 -0.81449 -3.13465  0.13
C5 -1.32162 -0.85958 -4.52973  -0.49
C6 -2.27504 -1.57401 -5.23148  0.04
C7 -3.29632 -2.25244 -4.59084  -0.54
C8 -3.35581 -2.19358 -3.20718  -0.87
C9 -2.42368 -1.48033 -2.48488  0.06
H4 -2.50137 -1.42942 -1.41004  0.42
H5 -4.15343 -2.70276 -2.68791  0.41
H6 -4.02696 -2.80536 -5.15791  0.43
Cl1 -2.17641 -1.61579 -6.95926  -0.24
H7 -0.53574 -0.35971 -5.07082  0.48
C10 -0.23586 -0.28295 -1.06078  -0.55
C11 -0.15094 0.81246 -0.21572  1.29
C12 0.01516 0.60308 1.17756  0.54
N3 0.11040 -0.60663 1.69263  -0.65
C13 0.11424 -1.67704 0.88723  -0.86
C14 0.28998 -2.94899 1.46877  -0.94
C15 0.35907 -4.07746 0.70099  -0.64
C16 0.26915 -3.98480 -0.70106  0.48
C17 0.07173 -2.75518 -1.29559  0.00
C18 -0.03553 -1.59071 -0.52558  1.03
H8 0.01845 -2.71450 -2.37156  0.62
O1 0.36892 -5.04658 -1.54930  -0.45
C19 0.57159 -6.33017 -1.01108  -0.94
H9 1.51086 -6.39058 -0.45152  0.36
H10 0.62109 -7.00143 -1.86711  0.25
H11 -0.25846 -6.63305 -0.36447  0.35
H12 0.49699 -5.03521 1.17796  0.42
H13 0.38001 -3.00127 2.54231  0.48
C20 0.03508 1.71551 2.11209  -1.10
C21 0.30792 1.54874 3.41458  -0.33
C22 0.34735 2.57446 4.43674  0.83
C23 0.13417 3.93072 4.17378  -0.36
C24 0.18370 4.86451 5.18959  -0.65
C25 0.44639 4.47098 6.49219  -0.40
C26 0.66093 3.13100 6.77133  -0.58
C27 0.61321 2.19597 5.75663  -0.44
H14 0.78082 1.15174 5.97895  0.35
H15 0.86649 2.81695 7.78451  0.37
H16 0.48401 5.20461 7.28383  0.37
H17 0.01653 5.90858 4.96662  0.37
H18 -0.07115 4.25911 3.16632  0.35
H19 0.51887 0.54039 3.74504  0.42
H20 -0.19648 2.69133 1.71401  0.43
C28 -0.13792 2.14964 -0.90405  -1.32
H21 0.25792 2.94264 -0.27461  0.49
H22 -1.14587 2.43576 -1.22542  0.21
H23 0.80836 0.89422 -3.80282  0.37
H24 -0.76940 1.67209 -3.51292  0.37
H25 2.58598 1.68936 -2.80729  0.48
H26 2.22941 0.79468 -1.31666  0.14

Summary:
* orbital gap: 0.2692 Eh
* structure (SMILES): CCN1Cc2c(/C=C/c3ccccc3)nc3ccc(OC)cc3c2N(c2cccc(Cl)c2)C1
* energy relative to the best compared isomer or geometry (same formula, charge and spin): 0.0 kcal/mol
* energy: -48498.16684 eV
* F_max: 0.93 eV Å⁻¹
* lowest unoccupied orbital energy: -0.007 Ha
* total charge: 0

[3]
The following is a quantum chemistry calculation of a structure of composition C28H26CoN7PSSe2, from the OMol25 dataset.

Last column: Mulliken spin population.
Atoms and positions in Å:
Co1 0.88905 1.64163 -0.37808  1.15
Se1 -1.21010 1.57387 -1.54435  0.01
P1 -1.92665 -0.44260 -1.12093  0.00
Se2 -0.53633 -2.01903 -1.52254  0.00
C1 -3.45796 -0.63585 -2.09044  -0.01
C2 -3.62879 -1.69314 -2.97262  0.00
C3 -4.82124 -1.82522 -3.67394  0.00
C4 -5.84132 -0.90514 -3.49284  0.00
C5 -5.67148 0.15544 -2.61009  0.00
C6 -4.48422 0.29134 -1.91192  0.00
C7 -2.56429 -0.56501 0.58805  0.00
C8 -2.69539 0.54157 1.41728  0.00
C9 -3.22071 0.39670 2.69434  0.00
C10 -3.62541 -0.85107 3.14419  0.00
C11 -3.49840 -1.96073 2.31691  0.00
C12 -2.96746 -1.81970 1.04455  0.00
H1 -2.82440 -2.40526 -3.10829  0.00
H2 -4.94934 -2.64986 -4.36341  0.00
H3 -6.76944 -1.00955 -4.04026  0.00
H4 -6.46475 0.87823 -2.46918  0.00
H5 -4.34629 1.12268 -1.23040  0.00
H6 -2.37476 1.51136 1.05646  0.00
H7 -3.30879 1.26074 3.34062  0.00
H8 -4.03818 -0.96041 4.13906  0.00
H9 -3.81756 -2.93608 2.66261  0.00
H10 -2.84110 -2.68642 0.40340  0.00
N1 6.27387 -2.23817 -2.54858  0.00
C13 4.97960 -2.41701 -2.86741  0.00
S1 4.43678 -3.65868 -3.78631  0.00
C14 4.05986 -1.40210 -2.27195  0.00
C15 2.98522 -0.91152 -2.99641  0.00
C16 2.16014 0.03392 -2.41492  0.00
N2 2.34817 0.48533 -1.17122  0.02
C17 3.36433 -0.00738 -0.46262  0.00
C18 4.24948 -0.93745 -0.97392  0.00
H11 6.95304 -2.87024 -2.93866  0.00
H12 6.59218 -1.38377 -2.12408  0.00
H13 2.78773 -1.27551 -3.99442  0.00
H14 1.30407 0.44041 -2.93812  0.00
H15 3.45499 0.35524 0.55387  0.00
H16 5.04515 -1.31869 -0.34775  0.00
N3 -0.27926 -3.02038 4.04863  0.00
C19 0.00926 -2.32858 2.92616  0.00
N4 0.03094 -2.98758 1.76496  0.00
N5 0.26853 -1.04287 3.08106  0.00
C20 0.49776 -0.31346 2.02509  0.00
N6 0.67089 0.41641 1.14506  -0.02
H17 -0.28127 -4.02298 4.05263  0.00
H18 -0.18180 -2.53296 4.92152  0.00
H19 -0.34102 -3.92111 1.72107  0.00
H20 0.02467 -2.49420 0.86600  0.00
C21 1.40050 3.28854 -1.35444  -0.19
C22 1.76079 3.63313 0.01359  0.07
C23 3.02892 3.33091 0.54688  -0.02
C24 3.28292 3.42736 1.90209  0.01
C25 2.26699 3.80723 2.77695  -0.03
C26 0.99490 4.09457 2.28249  0.01
C27 0.74545 4.00054 0.92676  -0.02
C28 2.52079 3.89603 4.18792  0.00
N7 2.72320 3.96854 5.31725  -0.01
H21 2.23044 3.19172 -2.05006  0.01
H22 0.57410 3.86142 -1.76781  0.00
H23 3.82127 3.03597 -0.13058  0.01
H24 4.26732 3.20608 2.29317  0.00
H25 0.20721 4.38004 2.96675  0.00
H26 -0.24281 4.22277 0.54116  0.01

Summary:
* orbital gap (alpha / beta): 0.2607 / 0.2640 Eh
* energy relative to the best compared isomer or geometry (same formula, charge and spin): 1.5 kcal/mol
* energy: -228334.89335 eV
* F_max: 0.50 eV Å⁻¹
* lowest unoccupied orbital energy (alpha / beta): -0.015 / -0.015 Ha
* total charge: 0
* multiplicity: 2